1.
The following is a DFT calculation (wB97M-V/def2-TZVPD) of a molecular structure, C39H91N6O7Tl.

Calculated values
2S+1	1
HOMO level	-12.659	eV
gap between HOMO and LUMO	0.0861	Eh
total charge	+2
total energy	-69860.8200	eV

Structure (XYZ):
```
144
C39H91N6O7Tl, DFT wB97M-V/def2-TZVPD
Tl -6.005 -12.940 -12.419
O -4.757 -10.501 -12.576
H -4.539 -9.627 -12.910
C -7.909 -10.167 -8.765
C -7.549 -11.293 -9.751
C -8.701 -12.290 -9.862
O -8.420 -13.354 -10.726
C -9.230 -14.506 -10.443
N -7.316 -10.712 -11.072
H -7.143 -9.393 -8.770
H -8.111 -10.464 -7.733
H -8.865 -9.710 -9.041
H -6.639 -11.833 -9.483
H -9.605 -11.682 -9.981
H -8.718 -12.705 -8.844
H -9.077 -15.232 -11.236
H -10.270 -14.219 -10.308
H -8.798 -14.957 -9.544
H -6.575 -10.026 -11.177
H -8.139 -10.258 -11.463
C -4.540 -15.852 -16.632
C -4.420 -14.652 -15.650
C -5.030 -13.412 -16.254
O -5.012 -12.471 -15.213
C -5.349 -11.143 -15.561
N -5.214 -15.012 -14.459
H -4.071 -16.755 -16.219
H -3.932 -15.615 -17.509
H -5.526 -16.276 -16.834
H -3.354 -14.543 -15.462
H -6.049 -13.644 -16.599
H -4.472 -13.043 -17.122
H -4.638 -10.398 -15.211
H -6.239 -10.823 -14.990
H -5.742 -11.092 -16.578
H -4.721 -15.752 -13.954
H -6.002 -15.590 -14.753
C -2.137 -12.994 -8.945
C -2.549 -12.586 -10.345
C -2.520 -13.788 -11.324
O -2.974 -13.462 -12.632
C -2.186 -12.559 -13.365
N -3.886 -11.995 -10.366
H -1.716 -12.176 -8.370
H -1.356 -13.750 -9.083
H -2.947 -13.551 -8.475
H -1.885 -11.848 -10.816
H -3.221 -14.526 -10.930
H -1.541 -14.253 -11.457
H -1.131 -12.840 -13.272
H -2.345 -11.526 -13.016
H -2.546 -12.531 -14.392
H -3.966 -11.317 -9.607
H -3.978 -11.373 -11.176
C -5.162 -7.389 -10.722
C -3.697 -6.860 -10.769
C -3.569 -5.786 -9.674
C -2.121 -5.438 -9.253
C -1.375 -6.689 -8.932
C -1.414 -7.724 -10.102
N -2.800 -7.969 -10.508
O -2.770 -8.861 -11.569
C -0.433 -7.285 -11.199
C -0.852 -9.003 -9.414
C -3.536 -6.211 -12.168
H -5.854 -6.583 -10.972
H -5.448 -7.642 -9.700
H -5.257 -8.137 -11.510
H -3.943 -4.854 -10.103
H -4.181 -6.054 -8.813
H -2.311 -4.889 -8.327
H -1.660 -4.803 -10.007
H -1.654 -7.152 -7.986
H -0.330 -6.417 -8.749
H -0.263 -8.037 -11.973
H -0.799 -6.393 -11.708
H 0.511 -7.169 -10.672
H -1.003 -9.865 -10.073
H 0.226 -9.031 -9.255
H -1.367 -9.152 -8.469
H -3.047 -6.932 -12.821
H -3.045 -5.235 -12.157
H -4.527 -5.873 -12.475
H -3.633 -9.357 -11.537
C -10.173 -9.398 -13.170
C -10.200 -8.420 -14.349
C -10.456 -6.984 -13.850
C -9.176 -6.299 -13.315
C -8.101 -6.310 -14.401
C -7.737 -7.713 -14.929
N -8.928 -8.526 -15.078
O -8.630 -9.780 -15.568
C -6.963 -7.507 -16.244
C -6.807 -8.303 -13.883
C -11.322 -8.679 -15.376
H -11.127 -9.286 -12.657
H -9.330 -9.136 -12.525
H -10.021 -10.437 -13.465
H -10.778 -6.346 -14.673
H -11.182 -6.920 -13.042
H -8.910 -6.824 -12.395
H -9.369 -5.239 -13.150
H -7.221 -5.772 -14.047
H -8.493 -5.756 -15.259
H -6.210 -6.726 -16.315
H -6.502 -8.417 -16.641
H -7.739 -7.316 -16.993
H -7.180 -8.299 -12.854
H -6.561 -9.359 -14.065
H -5.810 -7.856 -13.828
H -11.139 -7.979 -16.190
H -12.316 -8.662 -14.938
H -11.191 -9.638 -15.888
H -8.379 -10.338 -14.806
C -1.817 -9.705 -17.025
C -1.477 -8.814 -15.850
C -0.017 -8.324 -15.932
C 0.137 -7.134 -16.854
C -0.746 -6.008 -16.397
C -2.263 -6.340 -16.275
N -2.373 -7.673 -15.651
O -3.688 -8.108 -15.508
C -2.825 -5.261 -15.370
C -2.890 -6.370 -17.691
C -1.538 -9.668 -14.547
H -2.782 -10.224 -16.974
H -1.051 -10.396 -17.366
H -2.122 -9.117 -17.905
H 0.448 -8.132 -14.961
H 0.600 -9.131 -16.338
H -0.167 -7.479 -17.851
H 1.167 -6.805 -16.993
H -0.578 -5.200 -17.114
H -0.416 -5.656 -15.415
H -3.912 -5.352 -15.461
H -2.455 -5.426 -14.363
H -2.486 -4.286 -15.714
H -3.096 -5.319 -17.919
H -2.154 -6.638 -18.443
H -3.822 -6.924 -17.619
H -1.670 -9.033 -13.669
H -0.569 -10.145 -14.387
H -2.322 -10.422 -14.583
H -3.881 -7.996 -14.561
```

=====

2.
The following is a DFT calculation (wB97M-V/def2-TZVPD) of 11 unconnected molecules or ions with the total composition C44H58F30O23.

Calculated values
2S+1	1
HOMO level	-10.470	eV
gap between HOMO and LUMO	0.4019	Eh
structure (SMILES)	CCOC(=O)C(F)(F)F.CCOC(=O)C(F)(F)F.CCOC(=O)C(F)(F)F.CCOC(=O)C(F)(F)F.CCOC(=O)C(F)(F)F.CCOC(=O)C(F)(F)F.CCOC(=O)C(F)(F)F.CCOC(=O)C(F)(F)F.CCOC(=O)C(F)(F)F.CCOC(=O)C(F)(F)F.CCOC(=O)OC
ΔE to the lowest compared entry with this formula, charge and spin	4.253	eV
total charge	0
total energy	-175182.8826	eV

Structure (XYZ):
```
155
C44H58F30O23, DFT wB97M-V/def2-TZVPD
C -5.252 -0.094 -12.159
C -5.099 1.415 -12.343
O -5.539 2.214 -11.206
C -4.713 2.358 -10.028
O -3.563 1.996 -9.895
C -5.243 3.265 -8.919
F -6.124 4.107 -9.426
F -5.696 2.591 -7.859
F -4.197 3.934 -8.427
H -4.618 -0.495 -11.368
H -4.957 -0.646 -13.052
H -6.265 -0.331 -11.835
H -5.735 1.575 -13.214
H -4.088 1.621 -12.695
C 2.132 -8.022 -9.227
C 3.225 -7.116 -8.717
O 2.871 -5.698 -8.721
C 2.930 -5.019 -9.929
O 3.246 -5.556 -11.030
C 2.330 -3.597 -9.866
F 1.073 -3.655 -9.456
F 3.028 -2.733 -9.111
F 2.327 -3.056 -11.077
H 1.217 -7.916 -8.644
H 2.361 -9.071 -9.033
H 1.989 -7.916 -10.302
H 4.170 -7.269 -9.238
H 3.503 -7.347 -7.689
C -4.364 -2.207 10.746
C -3.804 -3.494 11.122
O -4.690 -4.125 12.050
C -5.398 -5.242 11.741
O -5.428 -5.696 10.639
C -6.184 -5.853 12.958
F -7.471 -6.099 12.618
F -5.496 -6.926 13.356
F -6.119 -4.993 13.982
H -4.762 -1.485 11.458
H -5.132 -2.295 9.977
H -3.696 -1.559 10.178
H -2.766 -3.399 11.441
H -3.612 -4.185 10.302
C 4.118 3.931 0.532
C 3.695 5.341 0.810
O 2.571 5.695 -0.002
C 2.719 6.239 -1.241
O 3.837 6.407 -1.813
C 1.393 6.640 -1.952
F 0.531 5.659 -1.800
F 0.970 7.756 -1.421
F 1.623 6.715 -3.253
H 4.526 3.880 -0.477
H 3.259 3.265 0.617
H 4.888 3.547 1.202
H 4.561 5.965 0.590
H 3.415 5.387 1.862
C -3.868 11.563 9.470
C -4.430 10.330 10.274
O -4.386 9.120 9.498
C -3.913 7.994 10.107
O -3.392 7.889 11.203
C -3.970 6.761 9.135
F -4.929 5.904 9.440
F -4.265 7.196 7.874
F -2.799 6.058 9.073
H -2.842 11.402 9.137
H -3.849 12.521 9.990
H -4.392 11.745 8.531
H -5.498 10.431 10.466
H -3.991 10.251 11.268
C 6.717 -4.040 -3.865
C 8.149 -4.513 -3.931
O 8.531 -4.207 -5.278
C 8.396 -5.069 -6.323
O 7.967 -6.220 -6.173
C 8.992 -4.580 -7.649
F 9.461 -3.328 -7.535
F 9.957 -5.433 -7.950
F 8.004 -4.626 -8.580
H 6.305 -4.293 -2.888
H 6.168 -4.549 -4.658
H 6.672 -2.955 -3.950
H 8.398 -5.526 -3.614
H 8.695 -3.841 -3.270
C -9.789 -3.838 -1.397
C -8.527 -3.171 -2.013
O -7.660 -4.010 -2.587
C -7.029 -3.605 -3.775
O -7.012 -2.444 -4.129
C -6.147 -4.744 -4.440
F -6.325 -4.688 -5.778
F -4.874 -4.443 -4.216
F -6.350 -5.931 -3.916
H -9.364 -4.528 -0.668
H -10.484 -4.334 -2.075
H -10.397 -3.090 -0.889
H -7.945 -2.608 -1.283
H -8.973 -2.434 -2.680
C 5.686 9.029 -7.246
C 6.492 7.935 -7.857
O 6.440 6.743 -7.037
C 7.066 5.591 -7.512
O 7.629 5.479 -8.636
C 6.901 4.312 -6.679
F 8.096 4.145 -6.017
F 5.976 4.445 -5.774
F 6.676 3.232 -7.410
H 5.834 9.139 -6.171
H 4.665 8.672 -7.114
H 5.678 10.028 -7.680
H 7.545 8.206 -7.938
H 6.233 7.733 -8.897
C 2.929 5.907 12.678
C 3.736 4.608 12.340
O 3.240 3.931 11.127
C 4.019 3.583 10.101
O 5.197 3.903 9.990
C 3.253 2.718 9.106
F 2.212 2.147 9.679
F 2.769 3.499 8.140
F 4.001 1.810 8.619
H 1.859 5.716 12.759
H 3.038 6.598 11.842
H 3.433 6.313 13.556
H 3.624 3.905 13.165
H 4.808 4.780 12.242
C -0.966 -11.557 3.705
C 0.227 -11.027 4.523
O 0.442 -9.607 4.511
C -0.376 -8.787 5.103
O -1.352 -9.135 5.807
C -0.125 -7.273 4.765
F 0.177 -6.679 5.862
F 0.808 -7.093 3.868
F -1.315 -6.775 4.341
H -0.929 -11.399 2.627
H -1.898 -11.111 4.051
H -0.956 -12.636 3.859
H 1.154 -11.473 4.163
H 0.233 -11.384 5.553
C -0.123 0.913 -3.158
C -1.152 0.563 -2.105
O -0.682 0.918 -0.770
C -1.582 0.935 0.222
O -2.802 0.854 0.069
O -0.956 0.999 1.333
C -1.691 0.710 2.537
H 0.766 0.330 -2.919
H 0.213 1.950 -3.178
H -0.477 0.479 -4.093
H -1.405 -0.497 -2.130
H -2.051 1.149 -2.296
H -1.102 0.666 3.454
H -2.267 -0.213 2.469
H -2.354 1.552 2.737
```

=====

3.
The following is a DFT calculation (wB97M-V/def2-TZVPD) of a molecular structure, C58H124N6O12.

Calculated values
2S+1	1
HOMO level	-6.921	eV
gap between HOMO and LUMO	0.1323	Eh
ΔE to the lowest compared entry with this formula, charge and spin	10.618	eV
total charge	+2
total energy	-95640.6014	eV

Structure (XYZ):
```
200
C58H124N6O12, DFT wB97M-V/def2-TZVPD
C 3.306 -5.997 -1.467
C 3.430 -7.018 -2.519
C 4.703 -7.980 -2.215
N 4.972 -9.003 -3.427
C 6.398 -9.576 -3.082
C 7.520 -8.601 -3.371
C 7.355 -7.899 -4.706
C 5.971 -7.237 -4.972
C 4.901 -8.343 -4.849
C 3.996 -10.171 -3.329
H 4.177 -5.362 -1.304
H 3.226 -6.532 -0.520
H 2.410 -5.382 -1.552
H 3.503 -6.621 -3.532
H 2.471 -7.535 -2.523
H 4.653 -8.557 -1.291
H 5.602 -7.380 -2.075
H 6.370 -10.071 -2.111
H 6.599 -10.441 -3.714
H 7.633 -7.813 -2.627
H 8.488 -9.097 -3.303
H 8.072 -7.079 -4.661
H 7.447 -8.453 -5.640
H 5.777 -6.547 -4.151
H 6.079 -6.718 -5.924
H 3.902 -8.007 -5.125
H 5.115 -9.156 -5.542
H 3.027 -9.815 -3.676
H 4.195 -10.592 -2.343
H 4.312 -10.908 -4.067
C -4.188 1.074 -6.785
C -2.772 1.528 -6.506
C -1.581 0.650 -6.975
N -0.161 1.198 -6.469
C 0.867 0.170 -6.933
C 2.315 0.610 -6.879
C 2.555 2.006 -7.508
C 1.640 3.041 -6.903
C 0.182 2.595 -7.058
C -0.087 1.161 -4.830
H -4.925 1.822 -6.493
H -4.464 0.116 -6.345
H -4.343 1.030 -7.863
H -2.660 1.846 -5.470
H -2.640 2.463 -7.051
H -1.585 0.643 -8.065
H -1.564 -0.321 -6.478
H 0.636 -0.126 -7.956
H 0.644 -0.720 -6.344
H 2.879 -0.164 -7.399
H 2.654 0.520 -5.847
H 2.210 1.931 -8.540
H 3.585 2.362 -7.466
H 1.797 4.043 -7.303
H 1.865 3.058 -5.836
H -0.136 2.720 -8.093
H -0.432 3.273 -6.466
H -0.221 0.131 -4.499
H -0.909 1.788 -4.484
H 0.874 1.583 -4.536
C -0.470 -9.895 5.346
C -1.795 -9.329 5.813
C -2.107 -8.002 5.044
N -3.365 -7.212 5.500
C -3.539 -6.069 4.507
C -4.840 -5.247 4.661
C -6.065 -6.178 4.648
C -5.887 -7.270 5.696
C -4.616 -8.104 5.567
C -3.068 -6.560 6.853
H -0.594 -10.340 4.359
H -0.278 -10.719 6.033
H 0.389 -9.225 5.363
H -1.789 -9.344 6.902
H -2.614 -9.983 5.512
H -2.400 -8.226 4.019
H -1.300 -7.270 4.994
H -3.303 -6.447 3.512
H -2.650 -5.444 4.585
H -4.933 -4.439 3.935
H -4.663 -4.729 5.604
H -6.125 -6.724 3.706
H -6.947 -5.598 4.919
H -6.685 -8.009 5.642
H -5.999 -6.871 6.704
H -4.544 -8.642 4.622
H -4.454 -8.717 6.453
H -3.948 -6.035 7.226
H -2.238 -5.879 6.668
H -2.812 -7.377 7.527
C -11.619 0.191 -1.634
C -10.760 1.166 -0.782
C -11.412 2.599 -0.799
N -10.582 3.678 -0.005
C -10.325 3.247 1.438
C -9.749 4.448 2.237
C -10.684 5.712 2.249
C -10.779 6.100 0.742
C -11.342 5.000 -0.186
C -9.171 3.871 -0.693
H -12.627 -0.022 -1.279
H -11.242 -0.824 -1.768
H -11.712 0.440 -2.691
H -9.718 1.163 -1.100
H -10.884 0.592 0.135
H -12.400 2.535 -0.343
H -11.510 3.017 -1.800
H -11.310 2.962 1.809
H -9.681 2.370 1.502
H -9.627 4.070 3.253
H -8.739 4.769 1.982
H -11.652 5.517 2.712
H -10.169 6.460 2.852
H -11.367 7.017 0.768
H -9.807 6.438 0.384
H -12.357 4.722 0.097
H -11.298 5.204 -1.256
H -9.231 4.014 -1.772
H -8.714 2.904 -0.486
H -8.615 4.659 -0.184
C 13.632 7.737 -5.059
C 12.765 7.350 -3.834
C 11.504 8.176 -3.636
N 10.373 7.547 -2.690
C 9.223 8.625 -2.579
C 8.230 8.286 -1.449
C 8.912 8.089 -0.058
C 10.066 7.076 -0.151
C 11.062 7.326 -1.312
C 9.754 6.241 -3.213
H 13.816 8.804 -5.186
H 13.081 7.461 -5.958
H 14.634 7.310 -5.030
H 13.303 7.346 -2.887
H 12.555 6.291 -3.986
H 10.993 8.280 -4.593
H 11.892 9.060 -3.128
H 9.870 9.475 -2.363
H 8.862 8.741 -3.601
H 7.425 9.009 -1.318
H 7.723 7.347 -1.672
H 9.135 9.061 0.381
H 8.124 7.822 0.646
H 10.766 7.106 0.684
H 9.702 6.054 -0.247
H 11.496 8.288 -1.037
H 11.859 6.586 -1.395
H 9.101 5.763 -2.482
H 10.678 5.663 -3.231
H 9.416 6.542 -4.205
C 2.978 2.404 2.926
C 1.663 2.136 3.649
C 0.607 3.220 3.678
N -0.690 2.893 4.463
C -0.454 2.011 5.769
C 0.351 2.733 6.820
C -0.322 4.086 7.213
C -0.692 4.988 5.988
C -1.450 4.156 4.871
C -1.595 2.059 3.483
H 3.465 3.240 3.427
H 2.703 2.782 1.941
H 3.794 1.691 2.806
H 1.939 1.879 4.672
H 1.161 1.300 3.161
H 0.303 3.381 2.644
H 1.045 4.151 4.039
H -0.277 1.023 5.344
H -1.482 1.894 6.111
H 1.327 2.986 6.407
H 0.603 2.084 7.658
H 0.379 4.570 7.893
H -1.246 3.947 7.774
H 0.216 5.371 5.522
H -1.181 5.916 6.285
H -1.739 4.673 3.956
H -2.386 3.853 5.340
H -2.548 1.868 3.978
H -1.262 1.043 3.270
H -1.729 2.655 2.580
O -5.918 -4.949 -1.567
C -4.803 -4.481 -2.152
O -4.158 -5.320 -2.793
O -4.487 -3.303 -2.033
H -5.788 -5.887 -1.729
O -6.797 0.959 11.105
C -6.919 0.329 9.918
O -7.101 -0.879 9.963
O -6.841 0.953 8.881
H -6.985 0.174 11.625
O 4.792 -2.124 7.523
C 3.803 -2.894 7.578
O 3.336 -3.026 6.441
O 3.420 -3.583 8.530
H 4.529 -2.184 6.602
O -2.273 8.206 -3.828
C -1.787 7.530 -2.782
O -0.560 7.431 -2.812
O -2.501 7.019 -1.928
H -1.322 8.294 -3.922
```